BrCdH10O5 | ωB97M-V/def2-TZVPD

CARTESIAN COORDINATES (ANGSTROEM)
H1 12.546 -13.577 13.754
H2 10.948 -13.052 16.879
H3 13.204 -9.326 16.820
H4 11.713 -9.302 16.558
H5 13.911 -14.119 14.121
H6 10.891 -10.826 13.970
H7 13.406 -10.045 13.275
O1 11.069 -11.399 14.715
O2 13.692 -10.712 13.899
H8 14.646 -10.720 13.822
O3 12.518 -9.756 16.309
O4 13.191 -13.589 14.462
Br1 15.106 -12.038 16.763
H9 10.208 -11.721 14.982
O5 11.833 -12.709 17.001
H10 11.968 -12.724 17.948
Cd1 12.876 -11.696 15.586

- Energy relative to the best compared isomer or geometry (same formula, charge and spin): 0.00 kJ/mol
- Spin multiplicity: 1
- HOMO energy: -11.94 eV
- Charge: +1

These are the Mulliken partial charges, in e, on atoms 1 to 5: H 0.32; H 0.30; H 0.32; H 0.30; H 0.30

***

C15H21CrO18 | ωB97M-V/def2-TZVPD

CARTESIAN COORDINATES (ANGSTROEM)
H1 -11.272 -26.504 -12.021
C1 -5.488 -28.348 -10.369
C2 -11.900 -27.000 -12.762
C3 -6.374 -26.158 -17.023
O1 -5.356 -27.465 -13.648
O2 -8.436 -30.175 -18.849
H2 -5.432 -22.446 -17.407
C4 -5.347 -29.648 -9.603
O3 -6.331 -26.488 -18.319
H3 -11.962 -27.879 -15.246
H4 -11.748 -29.066 -12.540
H5 -2.164 -28.656 -16.237
H6 -5.005 -25.410 -19.470
C5 -5.163 -23.122 -18.226
H7 -7.224 -23.804 -18.315
C6 -5.100 -27.663 -12.508
C7 -7.404 -30.546 -18.016
O4 -10.165 -28.742 -15.178
O5 -6.107 -24.853 -16.879
O6 -7.032 -29.650 -17.167
O7 -8.094 -28.452 -14.351
C8 -11.493 -28.695 -14.689
H8 -4.843 -29.462 -8.653
H9 -4.338 -26.668 -9.753
H10 -3.357 -28.075 -10.057
O8 -4.209 -26.991 -11.775
H11 -5.274 -22.490 -19.110
C9 -3.382 -29.939 -16.485
O9 -6.752 -32.514 -12.822
H12 -12.957 -26.998 -12.503
C10 -9.275 -28.477 -14.213
O10 -6.190 -32.735 -14.968
H13 -4.110 -23.377 -18.140
H14 -12.022 -29.616 -14.928
H15 -11.849 -26.262 -13.574
O11 -6.847 -31.626 -18.159
H16 -6.239 -30.268 -9.570
O12 -9.881 -28.269 -13.055
O13 -3.714 -31.075 -16.797
C11 -6.217 -24.182 -18.128
H17 -6.693 -25.388 -19.999
H18 -6.225 -27.702 -9.879
O14 -6.316 -30.696 -14.132
C12 -11.293 -28.325 -13.198
O15 -4.205 -29.058 -16.048
H19 -4.634 -30.274 -10.150
O16 -2.063 -29.557 -16.591
C13 -6.042 -25.359 -19.128
O17 -6.520 -26.938 -16.142
H20 -8.655 -29.297 -18.508
H21 -6.670 -33.446 -13.080
C14 -6.423 -31.963 -14.035
C15 -4.206 -27.505 -10.437
O18 -5.747 -28.588 -11.730
Cr1 -6.216 -28.953 -15.269

- Energy relative to the best compared isomer or geometry (same formula, charge and spin): 129.05 kJ/mol
- Spin multiplicity: 5
- HOMO energy (alpha / beta): -3.49 / -4.06 eV
- Charge: -1
- Expectation value of S²: 6.01

These are the Mulliken partial charges, in e, on atoms 1 to 5: H 0.32; C 0.54; C -1.41; C 0.54; O -0.33

***

C21H28N4O5S | ωB97M-V/def2-TZVPD

CARTESIAN COORDINATES (ANGSTROEM)
C1 2.580 1.251 4.845
C2 0.893 -1.603 6.518
H1 1.502 0.180 7.586
H2 -1.347 -0.564 -9.480
H3 -2.418 2.183 3.141
N1 -0.686 0.049 -0.470
H4 2.388 0.764 -6.987
H5 1.721 -1.637 5.814
C3 -1.717 1.156 1.399
H6 1.778 -0.093 -2.760
H7 -0.237 -0.174 7.651
H8 0.414 -1.538 -1.312
H9 3.125 0.521 5.438
O1 0.047 -2.515 0.548
H10 -1.794 -1.008 -5.130
H11 -2.334 -2.036 -9.304
O2 -1.620 -1.338 -7.573
H12 -2.649 0.462 -1.020
H13 1.956 1.030 -4.607
S1 -1.133 1.006 5.400
H14 -2.278 0.305 -3.426
C4 0.552 -0.232 -7.410
C5 1.374 1.776 5.620
C6 0.046 0.026 -4.658
C7 0.520 -0.471 -1.074
C8 -1.638 0.613 -1.404
H15 0.842 2.525 5.030
H16 1.351 -0.365 -0.370
H17 3.249 2.073 4.607
O3 -1.494 2.392 5.524
C9 -0.173 -0.641 1.812
H18 -1.687 -1.166 -2.618
H19 -2.298 1.766 0.729
N2 -0.212 0.189 -3.314
H20 1.710 2.256 6.548
C10 0.852 0.312 -2.345
H21 1.126 -2.247 7.362
N3 0.493 -1.857 1.473
C11 -1.511 -0.088 -2.754
O4 1.433 -2.202 2.165
H22 -0.561 -2.138 -9.169
O5 -1.983 0.026 6.007
C12 -0.631 -0.716 -6.867
H23 -1.469 1.689 -1.543
H24 1.025 1.368 -2.085
H25 2.262 0.776 3.920
C13 1.469 0.379 -6.570
N4 0.416 0.738 5.910
C14 1.232 0.519 -5.220
C15 0.647 -0.180 7.008
C16 -0.232 -0.357 3.178
C17 -1.018 0.664 3.642
C18 -0.873 -0.592 -5.502
C19 -0.864 0.159 0.868
H26 0.322 -0.977 3.864
C20 -1.440 -1.521 -8.956
C21 -1.788 1.401 2.748
H27 -0.005 -1.981 6.035
H28 0.769 -0.318 -8.462

- Energy relative to the best compared isomer or geometry (same formula, charge and spin): 630.79 kJ/mol
- Spin multiplicity: 1
- SMILES: CCN(CC)S(=O)(=O)c1ccc(N2CCN(c3cccc(OC)c3)CC2)c([N+](=O)[O-])c1
- HOMO energy: -7.90 eV

These are the Mulliken partial charges, in e, on atoms 1 to 5: C -0.94; C -1.09; H 0.45; H 0.34; H 0.48

***

C32H32AgF6N4O3SeSi | ωB97M-V/def2-TZVPD

CARTESIAN COORDINATES (ANGSTROEM)
H1 9.744 -2.985 0.668
C1 -5.721 -0.548 0.558
H2 8.807 -3.516 -1.456
H3 6.386 4.204 -0.961
H4 3.153 4.397 -1.201
C2 3.335 -3.713 -1.232
H5 -3.313 -2.468 -1.519
H6 6.977 1.626 -1.021
C3 -8.095 -0.273 0.739
C4 -2.401 -1.869 -1.553
O1 1.874 1.074 1.482
C5 -7.896 1.097 0.787
H7 3.586 -0.451 1.938
C6 3.368 3.469 -0.688
H8 2.180 -0.070 -1.594
C7 7.587 -2.031 -0.426
H9 10.942 -0.968 1.119
Se1 -3.730 1.571 0.504
F1 -7.158 -2.431 0.570
F2 5.941 -1.665 1.846
H10 10.375 -0.352 -0.463
C8 -1.040 -4.351 -0.448
C9 0.952 3.479 -0.179
Si1 -1.151 -2.457 -0.275
O2 0.005 2.654 -0.244
H11 5.167 -3.105 -2.203
C10 4.052 1.201 0.664
H12 -2.692 -0.832 -1.371
H13 -1.936 -1.041 1.637
H14 -2.058 -4.749 -0.417
H15 -1.970 -1.943 -2.554
C11 6.252 1.218 -0.333
C12 5.220 4.397 -2.832
H16 5.669 5.357 -3.041
C13 2.362 2.874 -0.013
F3 -4.705 -1.419 0.443
H17 9.115 -1.822 -1.951
C14 5.630 3.712 -1.567
C15 5.591 -0.538 1.168
C16 3.763 -1.472 -1.909
H18 -0.481 -4.815 0.365
C17 1.579 -2.022 -0.912
F4 -8.961 1.913 0.900
C18 2.512 -1.098 -1.472
C19 8.851 -2.480 -1.125
H19 8.878 0.503 1.326
N1 7.759 -0.664 0.014
C20 2.081 -3.353 -0.794
H20 1.445 -4.110 -0.358
H21 5.588 2.257 -3.224
N2 0.341 -1.645 -0.568
C21 6.074 3.165 -2.897
H22 3.637 -4.752 -1.131
H23 6.742 -2.088 -1.111
N3 4.648 2.991 -0.812
C22 4.204 -2.792 -1.814
C23 -5.467 0.827 0.603
H24 7.361 -2.727 0.399
H25 7.117 3.265 -3.168
C24 2.660 1.698 0.776
C25 5.002 1.827 -0.152
Ag1 0.002 0.437 -0.131
C26 8.798 -0.537 1.009
C27 -6.616 1.617 0.718
H26 -0.592 -4.658 -1.393
H27 -1.064 -2.488 2.198
C28 6.531 0.024 0.305
H28 10.851 -2.707 -0.514
C29 4.355 0.012 1.334
H29 4.395 -0.710 -2.363
C30 -6.987 -1.096 0.622
F5 -6.516 2.954 0.771
C31 10.123 -0.966 0.400
H30 -2.737 -2.591 1.621
F6 -9.338 -0.793 0.802
C32 -1.774 -2.108 1.460
H31 4.192 4.298 -3.148
N4 9.974 -2.373 -0.119
O3 0.913 4.705 -0.301
H32 8.594 -1.141 1.912

- Energy relative to the best compared isomer or geometry (same formula, charge and spin): 146.51 kJ/mol
- Spin multiplicity: 1
- HOMO energy: -2.61 eV
- Charge: -1

These are the Mulliken partial charges, in e, on atoms 1 to 5: H 0.41; C 0.48; H 0.41; H 0.40; H 0.73

***

| no. | molecular weight (g/mol) |
| --- | --- |
| 1 | 282.4 |
| 2 | 541.3 |
| 3 | 448.5 |
| 4 | 849.5 |